# 1
One molecule with the formula C7H9N3 in a non-equilibrium geometry. Source: OMol25; level of theory: wB97M-V/def2-TZVPD.

ORCA input file:
```
! wB97M-V def2-TZVPD RIJCOSX def2/J DEFGRID3
* xyz 0 1
C -0.8415 -1.6099 -3.1537
N -1.7016 -0.5095 -2.5595
N -1.3279 -0.1049 -1.4907
N -0.1060 -0.5021 -0.9497
C 0.2974 0.0538 0.2702
C -0.4706 1.0048 0.9538
C -0.0485 1.5961 2.1440
C 1.0871 1.1051 2.8096
C 1.7851 0.0571 2.1702
C 1.4197 -0.4263 0.9089
H 0.1775 -1.1901 -3.2865
H -1.3108 -1.8083 -4.1063
H -0.7792 -2.4838 -2.4937
H 0.4028 -1.1756 -1.4405
H -1.4015 1.2998 0.4526
H -0.6356 2.3980 2.5607
H 1.3938 1.5914 3.7196
H 2.6461 -0.3929 2.5941
H 2.0826 -1.1069 0.3813
*
```

Summary:
highest occupied orbital energy	-8.379	eV
SMILES	C/N=N\Nc1ccccc1
DFT total energy	-11873.032	eV
ΔE to the lowest compared entry with this formula, charge and spin	56.7	kcal per mole
LUMO	0.0285	Eh

Atom charges from the natural (NBO) analysis, given in e for atoms 1 to 4: -0.527, -0.157, 0.030, -0.468

=====

# 2
C22H25N3O5S as an isolated structure in a non-equilibrium geometry. Source: OMol25; level of theory: wB97M-V/def2-TZVPD.

ORCA input file:
```
! wB97M-V def2-TZVPD RIJCOSX def2/J DEFGRID3
* xyz 0 1
C 5.7357 -1.4921 3.6198
C 4.2716 -1.4872 3.0978
C 3.7785 -0.9070 1.9422
C 2.5825 -0.8366 1.6246
C 1.8251 -1.4381 2.3543
C 2.1575 -2.1730 3.6891
C 3.4831 -2.1315 4.1507
H 3.8080 -2.8611 4.7561
H 1.4339 -2.8420 4.1730
N 0.2843 -1.5140 2.1677
C -0.6105 -0.6828 2.0320
O -0.1065 0.4918 1.9065
C -1.8385 -0.7990 1.6613
N -2.2450 -1.5274 0.4545
C -1.9005 -2.8516 0.1842
O -1.6361 -3.5031 1.3409
C -2.1155 -3.1718 -1.1113
O -3.0513 -2.5517 -1.8429
C -3.0697 -1.3097 -1.9368
C -3.4714 -0.4742 -2.7683
C -3.2564 0.8644 -2.8368
C -2.8529 1.4154 -1.4626
C -2.4672 0.6545 -0.5386
C -2.5550 -0.6631 -0.4730
H -1.9705 1.0068 0.0899
S -2.7520 3.3059 -1.5868
O -2.7180 3.7817 -0.1539
O -3.7101 3.7217 -2.5282
N -1.1435 3.7794 -1.8683
C -0.0919 3.3129 -1.1835
H -0.4545 2.9175 -0.2601
H 0.7993 3.9819 -1.2462
C 0.4233 2.0027 -1.9843
H 1.6660 2.0767 -1.9682
H 0.1738 1.1301 -1.5055
C -0.2348 2.0387 -3.4085
H 0.7900 2.1350 -4.3076
H -0.8786 1.4236 -3.4463
C -0.8583 3.4634 -3.3674
H -1.8026 3.3723 -3.8287
H -0.2808 4.4768 -3.6606
H -3.7593 1.5104 -3.3111
H -3.7361 -0.9559 -3.6690
H -2.4414 -4.2617 -1.0327
H -1.1057 -3.4864 -1.6058
H -2.6913 0.0763 1.7755
H -2.2791 -1.5423 2.4730
H -0.1896 -2.2740 2.2578
C 2.1504 -0.2900 0.3171
H 3.0619 -0.0654 -0.0798
H 1.6308 0.6929 0.5964
H 1.4723 -0.8621 -0.2096
H 4.5332 -0.3817 1.2468
H 5.9532 -0.5913 4.3150
H 6.0005 -2.3208 4.1011
H 6.2600 -1.3839 2.8551
*
```

Summary:
highest occupied orbital energy	-8.265	eV
DFT total energy	-48742.657	eV
ΔE to the lowest compared entry with this formula, charge and spin	529.8	kcal per mole
LUMO	-0.0255	Eh

Atom charges from the natural (NBO) analysis, given in e for atoms 1 to 4: -0.589, 0.045, -0.221, -0.040

=====

# 3
C24H29ClF6N2O12S2SiV as an isolated structure. Source: OMol25; level of theory: wB97M-V/def2-TZVPD.

ORCA input file:
```
! wB97M-V def2-TZVPD RIJCOSX def2/J DEFGRID3
* xyz -2 4
V 0.0038 -0.3587 0.6831
C 0.6351 -0.3636 3.6887
O 1.3881 -0.2923 2.4762
C 2.4184 0.7223 2.5474
C 3.7468 0.1830 2.0508
O 3.8642 0.0540 0.6598
C 4.1554 1.2716 0.0049
H 1.3156 -0.4428 4.5395
H 0.0268 -1.2583 3.6473
H -0.0043 0.5175 3.7931
H 2.5467 0.9910 3.5987
H 2.0834 1.5945 1.9832
H 3.9107 -0.8103 2.4719
H 4.5318 0.8536 2.4393
H 5.1788 1.5991 0.2436
H 3.4566 2.0696 0.2617
H 4.0787 1.0833 -1.0652
O 1.5620 3.3252 -0.0076
C 1.1467 2.3054 -0.5635
O 1.0709 1.1752 0.0913
C 0.7263 2.3300 -1.9865
C 0.5143 3.5748 -2.6005
C 0.0543 3.6704 -3.8922
C -0.1925 2.4965 -4.6371
C 0.0459 1.2398 -4.0394
C 0.4918 1.1694 -2.7396
N -0.6643 2.5822 -5.9375
O -0.8709 3.7308 -6.4445
O -0.8787 1.5131 -6.5885
H 0.6983 4.4671 -2.0159
H -0.1315 4.6241 -4.3627
H -0.1376 0.3503 -4.6230
H 0.6618 0.1985 -2.2899
Cl -4.3139 6.3798 -1.2108
C -3.5635 4.8701 -0.7616
C -3.0767 4.7238 0.5276
C -2.4818 3.5257 0.8822
C -2.3890 2.4930 -0.0425
C -2.8622 2.6677 -1.3390
C -3.4572 3.8623 -1.7060
C -1.6935 1.2333 0.3155
O -1.4475 0.3716 -0.5702
O -1.2694 1.0301 1.4959
H -3.1504 5.5431 1.2292
H -2.0665 3.3802 1.8701
H -2.7177 1.8753 -2.0623
H -3.8077 4.0221 -2.7158
F 2.4585 -2.7173 -2.7389
C 3.1848 -2.7633 -1.6216
F 3.9732 -1.7002 -1.5754
F 3.9492 -3.8616 -1.6631
S 2.0279 -2.8460 -0.1839
O 1.3004 -1.6052 -0.3575
O 1.2918 -4.0615 -0.3589
N 3.0276 -2.8153 1.0101
S 2.7752 -3.5685 2.3695
O 3.8144 -3.2085 3.2894
O 1.4190 -3.5611 2.8227
C 3.1229 -5.3772 1.9918
F 1.9998 -6.0692 1.8203
F 3.7857 -5.9342 3.0183
F 3.8812 -5.5168 0.9004
C -4.0101 -0.7093 1.5278
Si -2.9652 -2.1604 0.8808
C -3.7279 -3.7082 1.6876
C -3.2666 -2.3366 -0.9761
C -1.1583 -2.0369 1.2653
H -5.0255 -1.0419 1.7624
H -4.0911 0.0912 0.7899
H -3.5748 -0.2795 2.4320
H -4.7545 -3.8809 1.3518
H -3.7443 -3.6103 2.7766
H -3.1359 -4.5936 1.4444
H -4.3323 -2.2730 -1.2140
H -2.9032 -3.3028 -1.3355
H -2.7473 -1.5531 -1.5280
H -0.6971 -2.9081 0.7800
H -1.0132 -2.2348 2.3324
*
```

Summary:
highest occupied orbital energy (alpha / beta)	-0.197 / -3.418	eV
DFT total energy	-136974.052	eV
ΔE to the lowest compared entry with this formula, charge and spin	5.5	kcal per mole
LUMO (alpha / beta)	0.1452 / 0.1452	Eh

Atom charges from the Löwdin analysis, given in e for atoms 1 to 4: 1.038, -0.078, -0.262, -0.143

=====

# 4
C45H62N5OPSTi as an isolated structure in a non-equilibrium geometry. Source: OMol25; level of theory: wB97M-V/def2-TZVPD.

ORCA input file:
```
! wB97M-V def2-TZVPD RIJCOSX def2/J DEFGRID3
* xyz 2 1
Ti -0.3353 -1.5252 -0.5956
N -3.2169 -1.3041 2.6631
C -2.4908 -1.3574 1.5440
S -0.8219 -0.8529 1.6542
N -3.0978 -1.7846 0.4626
N -2.3052 -1.8723 -0.6445
C -2.8424 -2.4318 -1.6950
C -4.2322 -2.9078 -1.7435
C -5.2961 -2.0682 -1.4105
C -6.5948 -2.5390 -1.4816
C -6.8424 -3.8563 -1.8490
C -5.7871 -4.7050 -2.1539
C -4.4865 -4.2312 -2.1153
C -1.9265 -2.6533 -2.8231
C -2.3599 -3.0819 -4.0657
C -1.4225 -3.3299 -5.0572
C -0.0803 -3.1249 -4.7805
C 0.2725 -2.6472 -3.5346
N -0.6218 -2.4069 -2.5703
H -2.8053 -1.0003 3.5276
H -4.1722 -1.6237 2.6516
H -5.1037 -1.0448 -1.1175
H -7.4190 -1.8773 -1.2485
H -7.8602 -4.2203 -1.8971
H -5.9770 -5.7348 -2.4261
H -3.6629 -4.8998 -2.3391
H -3.4168 -3.2134 -4.2447
H -1.7360 -3.6789 -6.0325
H 0.6828 -3.3120 -5.5225
H 1.3064 -2.4326 -3.3084
C -4.5387 2.0007 1.9953
C -4.1150 1.6664 0.5669
C -4.8016 2.6265 -0.4151
C -2.6166 1.7046 0.3502
C -1.7451 2.3969 1.1690
C -0.3764 2.4765 0.9144
C 0.4147 3.4715 1.7194
C 0.0963 3.4640 3.2125
C 0.1856 4.8684 1.1223
C 0.1961 1.8069 -0.1809
C -0.7008 1.1797 -1.1006
C -2.0650 1.1327 -0.7816
C -0.5112 0.8961 -2.6175
C -1.0152 2.1308 -3.3894
C 0.8408 0.4854 -3.2212
C 1.6898 1.8145 -0.4581
C 2.1201 2.5696 -1.5470
C 3.3938 2.4476 -2.0840
C 4.2461 1.4838 -1.5744
C 3.8872 0.8322 -0.3989
C 2.6685 1.0550 0.2502
P 2.6508 0.8693 2.1089
C 4.0668 2.0949 2.6092
C 3.7231 3.5287 2.1865
C 4.0630 2.0591 4.1464
C 5.4773 1.8549 2.0538
C 3.1893 -0.9251 2.5591
C 2.3748 -1.2028 3.8357
C 2.7142 -1.8802 1.4637
C 4.6505 -1.2904 2.8382
H -5.6093 1.8304 2.1125
H -4.3541 3.0524 2.2240
H -4.0119 1.3920 2.7311
H -4.4491 0.6491 0.3354
H -4.4994 3.6558 -0.2089
H -5.8862 2.5663 -0.3112
H -4.5459 2.4009 -1.4526
H -2.1372 2.9313 2.0245
H 1.4563 3.2277 1.5868
H -0.9241 3.7957 3.4131
H 0.7574 4.1575 3.7348
H 0.2377 2.4699 3.6411
H -0.8583 5.1702 1.2408
H 0.4252 4.8913 0.0562
H 0.8123 5.6044 1.6291
H -2.7440 0.7022 -1.5133
H -1.2254 0.0977 -2.8491
H -0.4390 3.0122 -3.1074
H -2.0646 2.3360 -3.1799
H -0.9012 1.9752 -4.4641
H 1.4251 1.3574 -3.4948
H 0.6502 -0.0634 -4.1454
H 1.4696 -0.1221 -2.5687
H 1.4216 3.2666 -1.9960
H 3.6982 3.0706 -2.9162
H 5.2133 1.3057 -2.0288
H 4.6095 0.1814 0.0799
H 2.9004 3.9448 2.7640
H 3.5030 3.6118 1.1185
H 4.5977 4.1551 2.3841
H 3.0589 2.2427 4.5364
H 4.7187 2.8482 4.5247
H 4.4189 1.1184 4.5600
H 5.5416 2.1578 1.0096
H 5.8398 0.8448 2.1451
H 6.1691 2.4952 2.6105
H 2.6220 -2.1935 4.2294
H 1.3027 -1.1686 3.6309
H 2.5855 -0.4693 4.6149
H 1.6725 -1.6890 1.1914
H 2.7876 -2.9106 1.8299
H 3.3400 -1.7885 0.5734
H 5.1292 -0.6638 3.5819
H 5.2580 -1.2879 1.9332
H 4.6648 -2.3125 3.2297
N 3.2610 -3.2709 -1.2952
C 2.0428 -3.0263 -0.8811
O 1.5680 -1.8478 -0.9389
C 1.1561 -4.1302 -0.4060
C -0.1747 -3.5470 0.0947
H 3.8497 -2.5220 -1.6340
H 3.6622 -4.1918 -1.2078
H 1.6779 -4.7042 0.3634
H 1.0079 -4.8072 -1.2522
H -0.1890 -3.5468 1.1789
H -1.0102 -4.1561 -0.2415
*
```

Summary:
highest occupied orbital energy	-12.350	eV
DFT total energy	-100397.093	eV
ΔE to the lowest compared entry with this formula, charge and spin	45.9	kcal per mole
LUMO	-0.2583	Eh

Atom charges from the Löwdin analysis, given in e for atoms 1 to 4: 1.014, 0.135, -0.752, 0.820

=====

Q: Among the records above, which one has the highest DFT total energy?
A: C7H9N3

=====

Q: Which of these has the highest DFT total energy?
A: C7H9N3

=====

Q: ΔE to the lowest compared entry with this formula, charge and spin of number 3 (C24H29ClF6N2O12S2SiV)?
A: 5.5 kcal per mole

=====

Q: The highest DFT total energy belongs to which entry?
A: C7H9N3